[1]
The following is a DFT calculation (the ωB97M-V functional and the def2-TZVPD basis) of C42H43AsOP3ReS4 as an isolated structure.

Positions of all 95 atoms, in Å:
1 Re -0.117 0.092 -0.239
2 O -1.847 -2.191 -1.332
3 C -3.210 -2.067 -1.167
4 C -4.104 -3.077 -1.500
5 C -5.457 -2.905 -1.259
6 C -5.927 -1.738 -0.680
7 C -5.030 -0.757 -0.293
8 C -3.664 -0.909 -0.523
9 P -2.450 0.136 0.350
10 C -2.528 -0.644 2.011
11 C -3.310 -1.751 2.324
12 C -3.178 -2.365 3.564
13 C -2.288 -1.876 4.507
14 C -1.503 -0.773 4.205
15 C -1.622 -0.175 2.963
16 C -3.222 1.776 0.521
17 C -2.915 2.580 1.617
18 C -3.385 3.882 1.687
19 C -4.163 4.400 0.661
20 C -4.472 3.604 -0.432
21 C -4.006 2.301 -0.507
22 C -1.300 -3.003 -2.289
23 C -1.937 -3.298 -3.493
24 C -1.311 -4.091 -4.435
25 C -0.044 -4.606 -4.194
26 C 0.599 -4.295 -3.013
27 C -0.007 -3.477 -2.057
28 P 0.984 -3.152 -0.555
29 C 2.576 -2.502 -1.105
30 C 3.549 -2.373 -0.115
31 C 4.782 -1.837 -0.434
32 C 5.046 -1.432 -1.736
33 C 4.074 -1.559 -2.718
34 C 2.828 -2.081 -2.405
35 C 1.279 -4.819 0.078
36 C 0.230 -5.437 0.758
37 C 0.378 -6.734 1.216
38 C 1.570 -7.415 0.997
39 C 2.609 -6.799 0.317
40 C 2.469 -5.500 -0.149
41 H -3.745 -4.009 -1.913
42 H -6.144 -3.702 -1.509
43 H -6.983 -1.614 -0.483
44 H -5.380 0.129 0.221
45 H -4.011 -2.157 1.608
46 H -3.767 -3.247 3.781
47 H -2.201 -2.357 5.472
48 H -0.789 -0.384 4.920
49 H -0.998 0.675 2.722
50 H -2.315 2.206 2.433
51 H -3.130 4.492 2.543
52 H -4.522 5.419 0.715
53 H -5.082 4.002 -1.233
54 H -4.268 1.688 -1.362
55 H -2.915 -2.883 -3.689
56 H -1.821 -4.316 -5.363
57 H 0.437 -5.240 -4.926
58 H 1.587 -4.690 -2.809
59 H 3.327 -2.670 0.904
60 H 5.526 -1.726 0.344
61 H 6.008 -1.002 -1.982
62 H 4.288 -1.252 -3.734
63 H 2.061 -2.169 -3.165
64 H -0.687 -4.888 0.936
65 H -0.435 -7.215 1.743
66 H 1.688 -8.426 1.362
67 H 3.535 -7.331 0.145
68 H 3.286 -5.018 -0.672
69 S 1.061 2.264 3.527
70 As 1.948 0.718 2.516
71 S 2.025 0.903 0.346
72 S 0.185 -2.078 0.943
73 S 2.932 -0.852 3.388
74 C -1.465 0.946 -4.872
75 C -1.199 0.317 -3.506
76 P -0.260 1.327 -2.290
77 C -1.187 2.911 -2.231
78 C -0.719 3.800 -1.075
79 C 1.227 1.753 -3.305
80 C 2.444 2.311 -2.575
81 H -1.974 0.222 -5.509
82 H -0.540 1.232 -5.370
83 H -2.100 1.827 -4.784
84 H -0.626 -0.605 -3.627
85 H -2.142 0.058 -3.017
86 H -2.238 2.650 -2.097
87 H -1.073 3.425 -3.187
88 H -0.691 3.231 -0.142
89 H -1.398 4.642 -0.943
90 H 0.279 4.196 -1.260
91 H 0.860 2.487 -4.027
92 H 1.511 0.851 -3.854
93 H 2.184 3.154 -1.936
94 H 3.191 2.643 -3.297
95 H 2.898 1.546 -1.952

Its spin multiplicity is 4. As for the expectation value of S²: 3.770. The value obtained for the LUMO energy (spin up / spin down) is -3.355 / -3.535 eV. Its gap between HOMO and LUMO (spin up / spin down) is 6.58 / 6.44 eV. As for the electronic energy: -6632.2303 Ha. The charge is +1. The calculation puts the highest occupied orbital energy (spin up / spin down) at -9.93 / -9.98 eV. As for the molar mass: 1046.12 g mol⁻¹.

[2]
The following is a DFT calculation (the ωB97M-V functional and the def2-TZVPD basis) of a single C4H8N2O2 molecule in a non-equilibrium geometry.

Positions of all 16 atoms, in Å:
1 C 0.351 -1.065 -0.728
2 C 0.022 -0.252 1.579
3 N -1.071 -0.674 2.219
4 C -0.085 1.062 -2.614
5 C 0.867 0.740 1.766
6 O 0.342 -1.566 0.498
7 O -0.736 0.029 -0.696
8 N -0.648 1.134 -1.483
9 H 1.274 -0.511 -0.981
10 H 0.061 -1.792 -1.494
11 H -1.480 -1.516 1.835
12 H -1.698 0.019 2.597
13 H 0.445 0.204 -3.014
14 H -0.137 1.951 -3.229
15 H 1.531 1.077 0.987
16 H 0.961 1.158 2.757

The value obtained for the LUMO energy is 1.001 eV. Its gap between HOMO and LUMO is 9.48 eV. As for the electronic energy: -417.0337 Ha. The energy above the lowest of the compared OMol25 structures with the same formula, charge and spin comes out at 139.5 kcal per mole. The calculation puts the highest occupied orbital energy at -8.48 eV. As for the molar mass: 116.12 g mol⁻¹.

[3]
The following is a DFT calculation (the ωB97M-V functional and the def2-TZVPD basis) of C55H71CoGeN9PS2Sb as an isolated structure in a non-equilibrium geometry.

Positions of all 141 atoms, in Å:
1 Co 0.007 -0.057 -0.325
2 C -2.441 5.149 -1.581
3 C -1.488 4.754 -0.514
4 N -1.157 5.469 0.506
5 N -0.244 4.680 1.164
6 C -0.001 3.493 0.591
7 S 1.045 2.294 1.095
8 N -0.816 3.550 -0.500
9 N -0.976 2.495 -1.385
10 H -2.778 6.161 -1.383
11 H -3.310 4.486 -1.606
12 H -1.958 5.114 -2.560
13 H 0.177 4.997 2.016
14 H -0.241 2.489 -2.082
15 H -1.883 2.550 -1.820
16 S -0.713 -4.648 -0.153
17 C -0.171 -3.128 -0.012
18 N 0.270 -2.042 0.109
19 N -1.486 0.192 0.595
20 P -2.939 0.318 1.121
21 N -4.038 0.988 0.033
22 C -4.058 2.443 -0.135
23 C -5.330 2.853 -0.865
24 C -5.428 2.158 -2.224
25 C -5.282 0.641 -2.065
26 C -4.009 0.326 -1.291
27 N -3.043 1.375 2.402
28 C -1.880 1.571 3.288
29 C -1.928 0.688 4.532
30 C -3.248 0.878 5.281
31 C -4.424 0.622 4.338
32 C -4.327 1.526 3.109
33 N -3.665 -1.122 1.511
34 C -2.793 -2.307 1.675
35 C -3.343 -3.235 2.748
36 C -4.780 -3.640 2.416
37 C -5.649 -2.400 2.203
38 C -5.039 -1.488 1.145
39 H -3.181 2.767 -0.729
40 H -3.989 2.926 0.836
41 H -5.353 3.940 -0.983
42 H -6.188 2.565 -0.249
43 H -4.627 2.527 -2.880
44 H -6.378 2.403 -2.704
45 H -5.245 0.154 -3.042
46 H -6.142 0.242 -1.518
47 H -3.142 0.689 -1.863
48 H -3.867 -0.749 -1.166
49 H -1.859 2.627 3.594
50 H -0.985 1.373 2.718
51 H -1.078 0.930 5.175
52 H -1.822 -0.360 4.225
53 H -3.299 1.907 5.661
54 H -3.301 0.210 6.142
55 H -5.379 0.786 4.846
56 H -4.384 -0.416 4.003
57 H -4.405 2.573 3.429
58 H -5.144 1.330 2.412
59 H -1.787 -1.976 1.920
60 H -2.731 -2.856 0.731
61 H -3.313 -2.729 3.722
62 H -2.702 -4.117 2.807
63 H -5.196 -4.263 3.211
64 H -4.774 -4.240 1.497
65 H -5.737 -1.851 3.146
66 H -6.657 -2.682 1.891
67 H -5.634 -0.589 1.018
68 H -5.038 -2.031 0.186
69 Ge -0.376 -0.796 -2.604
70 C -0.363 0.440 -4.116
71 C -1.402 1.351 -4.321
72 C -1.386 2.224 -5.407
73 C -0.329 2.184 -6.309
74 C 0.702 1.267 -6.126
75 C 0.686 0.405 -5.036
76 C 0.670 -2.361 -3.089
77 C -0.020 -3.510 -3.471
78 C 0.669 -4.672 -3.804
79 C 2.056 -4.697 -3.754
80 C 2.757 -3.558 -3.367
81 C 2.068 -2.399 -3.032
82 H -1.835 -1.312 -2.616
83 H -2.256 1.357 -3.643
84 H -2.200 2.924 -5.556
85 H -0.318 2.852 -7.162
86 H 1.521 1.228 -6.835
87 H 1.483 -0.323 -4.909
88 H -1.104 -3.506 -3.500
89 H 0.119 -5.564 -4.080
90 H 2.592 -5.606 -4.002
91 H 3.840 -3.578 -3.311
92 H 2.619 -1.524 -2.705
93 C 4.226 2.358 -1.553
94 C 3.313 1.917 -2.706
95 C 2.643 3.147 -3.342
96 C 4.129 1.149 -3.754
97 C 2.257 1.041 -2.156
98 C 1.406 0.399 -1.575
99 H 4.940 3.108 -1.910
100 H 4.783 1.506 -1.154
101 H 3.636 2.785 -0.738
102 H 3.397 3.783 -3.815
103 H 2.138 3.740 -2.571
104 H 1.912 2.853 -4.099
105 H 4.926 1.788 -4.150
106 H 3.497 0.827 -4.585
107 H 4.591 0.266 -3.304
108 C 7.731 0.186 -0.111
109 C 7.090 0.955 0.852
110 C 5.823 0.596 1.305
111 C 5.182 -0.544 0.813
112 C 5.841 -1.310 -0.155
113 C 7.105 -0.950 -0.614
114 Sb 3.122 -1.047 1.263
115 C 3.607 -3.128 1.423
116 C 4.533 -3.605 2.358
117 C 4.832 -4.959 2.426
118 C 4.230 -5.853 1.543
119 C 3.340 -5.386 0.585
120 C 3.027 -4.030 0.528
121 C 3.154 -0.529 3.356
122 C 3.220 0.827 3.694
123 C 3.237 1.232 5.025
124 C 3.158 0.287 6.041
125 C 3.034 -1.059 5.719
126 C 3.029 -1.465 4.387
127 H 8.713 0.471 -0.472
128 H 7.576 1.840 1.248
129 H 5.342 1.209 2.061
130 H 5.370 -2.209 -0.543
131 H 7.603 -1.556 -1.362
132 H 5.038 -2.914 3.027
133 H 5.539 -5.320 3.166
134 H 4.459 -6.910 1.602
135 H 2.876 -6.072 -0.116
136 H 2.322 -3.682 -0.221
137 H 3.239 1.584 2.915
138 H 3.306 2.287 5.270
139 H 3.176 0.601 7.079
140 H 2.941 -1.798 6.508
141 H 2.920 -2.518 4.155

Its spin multiplicity is 4. As for the expectation value of S²: 3.841. The value obtained for the LUMO energy (spin up / spin down) is -0.441 / -0.518 eV. Its gap between HOMO and LUMO (spin up / spin down) is 7.02 / 6.90 eV. As for the electronic energy: -7468.7960 Ha. The calculation puts the highest occupied orbital energy (spin up / spin down) at -7.46 / -7.42 eV. As for the molar mass: 1206.65 g mol⁻¹.

[4]
The following is a DFT calculation (the ωB97M-V functional and the def2-TZVPD basis) of a single C4H6N2S2 molecule in a non-equilibrium geometry.

Positions of all 14 atoms, in Å:
1 C -1.431 0.098 0.534
2 C -0.233 0.312 1.412
3 C 1.222 -0.689 -1.542
4 C -0.610 1.349 0.392
5 H -1.359 -0.639 -0.244
6 H -2.443 0.156 0.953
7 H -0.400 0.518 2.470
8 H 1.084 -2.360 -0.323
9 H 1.630 -1.352 -2.340
10 H -1.079 2.231 0.772
11 N 0.956 -1.338 -0.345
12 N 1.016 0.520 -1.882
13 S 1.274 -0.631 1.174
14 S 0.372 1.825 -1.033

The value obtained for the LUMO energy is 0.615 eV. Its gap between HOMO and LUMO is 8.57 eV. As for the electronic energy: -1061.8312 Ha. The energy above the lowest of the compared OMol25 structures with the same formula, charge and spin comes out at 53.3 kcal per mole. The calculation puts the highest occupied orbital energy at -7.96 eV. As for the molar mass: 146.24 g mol⁻¹.

[5]
The following is a DFT calculation (the ωB97M-V functional and the def2-TZVPD basis) of C48H34AsF5NO11STeV as an isolated structure.

Positions of all 103 atoms, in Å:
1 V 1.059 -0.051 0.382
2 C -0.596 -6.365 -2.924
3 C -0.297 -5.109 -2.155
4 C 0.145 -5.151 -0.842
5 C 0.444 -3.996 -0.122
6 C 0.931 -4.101 1.283
7 O 1.650 -3.252 1.774
8 C 0.463 -5.244 2.124
9 C -0.843 -5.719 2.055
10 C -1.259 -6.724 2.915
11 C -0.367 -7.272 3.825
12 C 0.940 -6.805 3.890
13 C 1.351 -5.784 3.050
14 C 0.288 -2.757 -0.759
15 O 0.585 -1.615 -0.119
16 C -0.198 -2.685 -2.065
17 C -0.478 -3.860 -2.743
18 C -0.467 -1.380 -2.765
19 N 0.376 -0.789 -3.501
20 C 1.740 -1.279 -3.597
21 C 1.988 -2.187 -4.797
22 Te 1.138 -1.579 -6.676
23 C -0.663 -2.636 -6.362
24 C -0.700 -4.019 -6.534
25 C -1.866 -4.727 -6.272
26 C -3.004 -4.058 -5.839
27 C -2.976 -2.680 -5.679
28 C -1.812 -1.971 -5.947
29 C -1.840 -0.815 -2.638
30 C -2.180 0.330 -3.361
31 C -3.446 0.876 -3.255
32 C -4.390 0.295 -2.414
33 C -4.058 -0.838 -1.689
34 C -2.790 -1.394 -1.804
35 H -0.368 -7.252 -2.334
36 H -0.011 -6.406 -3.844
37 H -1.649 -6.404 -3.208
38 H 0.282 -6.112 -0.362
39 H -1.537 -5.291 1.343
40 H -2.280 -7.079 2.875
41 H -0.691 -8.063 4.489
42 H 1.635 -7.233 4.599
43 H 2.361 -5.396 3.102
44 H -0.862 -3.792 -3.755
45 H 2.051 -1.817 -2.696
46 H 2.376 -0.395 -3.673
47 H 1.599 -3.191 -4.625
48 H 3.060 -2.278 -4.969
49 H 0.185 -4.542 -6.871
50 H -1.885 -5.800 -6.409
51 H -3.913 -4.610 -5.634
52 H -3.857 -2.151 -5.337
53 H -1.790 -0.899 -5.809
54 H -1.429 0.774 -4.002
55 H -3.700 1.761 -3.824
56 H -5.377 0.728 -2.324
57 H -4.785 -1.292 -1.028
58 H -2.544 -2.281 -1.234
59 O 2.313 -1.738 4.022
60 As 3.215 -0.641 3.041
61 O 4.684 -1.097 2.566
62 O 2.105 -0.502 1.672
63 C 3.109 1.056 3.883
64 C 4.294 1.698 4.220
65 C 4.248 2.959 4.794
66 C 3.021 3.567 5.024
67 C 1.836 2.930 4.685
68 C 1.884 1.672 4.106
69 S -0.084 1.495 2.370
70 O 1.025 1.897 1.436
71 O 0.736 1.001 3.762
72 O -0.483 0.153 1.830
73 H 2.034 -2.490 3.463
74 H 5.238 1.208 4.014
75 H 5.165 3.467 5.058
76 H 2.983 4.550 5.474
77 H 0.875 3.394 4.865
78 F -1.677 5.572 -2.935
79 C -1.255 4.435 -2.383
80 C -0.080 3.845 -2.817
81 F 0.627 4.417 -3.790
82 C 0.361 2.665 -2.244
83 F 1.484 2.113 -2.693
84 C -0.366 2.048 -1.227
85 O -0.019 0.867 -0.733
86 C -1.542 2.663 -0.801
87 F -2.268 2.086 0.158
88 C -1.987 3.840 -1.370
89 F -3.126 4.396 -0.957
90 O 3.818 -1.387 -0.892
91 C 3.670 -0.237 -0.588
92 O 2.443 0.360 -0.687
93 C 4.734 0.678 -0.107
94 C 6.044 0.211 -0.086
95 C 7.053 1.019 0.404
96 C 6.753 2.287 0.886
97 C 5.445 2.749 0.875
98 C 4.430 1.947 0.374
99 H 6.246 -0.792 -0.436
100 H 8.073 0.659 0.424
101 H 7.544 2.917 1.274
102 H 5.211 3.734 1.257
103 H 3.407 2.300 0.368

The value obtained for the LUMO energy is -2.077 eV. Its gap between HOMO and LUMO is 5.74 eV. As for the electronic energy: -7077.2943 Ha. The energy above the lowest of the compared OMol25 structures with the same formula, charge and spin comes out at 33.2 kcal per mole. The calculation puts the highest occupied orbital energy at -7.82 eV. As for the molar mass: 1181.32 g mol⁻¹.

[6]
The following is a DFT calculation (the ωB97M-V functional and the def2-TZVPD basis) of C12H14N2PPbS as an isolated structure in a non-equilibrium geometry.

Positions of all 31 atoms, in Å:
1 C 0.059 -0.808 -4.042
2 C -1.108 -1.606 -4.309
3 C -0.858 -2.927 -3.801
4 C 0.512 -2.992 -3.374
5 C 1.078 -1.673 -3.468
6 Pb 0.951 1.143 -0.725
7 P -1.013 2.908 -0.508
8 H 0.218 0.260 -4.292
9 H -2.036 -1.193 -4.682
10 H -1.589 -3.728 -3.752
11 H 2.121 -1.368 -3.231
12 H 1.029 -3.850 -2.969
13 H -2.141 2.883 0.424
14 H -1.691 3.179 -1.736
15 H -0.491 4.228 -0.241
16 N -1.587 -1.039 -0.061
17 C -0.938 -0.746 1.103
18 N 0.313 -0.237 1.017
19 C 0.804 0.172 2.268
20 C 1.932 0.990 2.375
21 C 2.122 1.664 3.579
22 C 1.203 1.517 4.633
23 C 0.048 0.724 4.490
24 C -0.140 0.056 3.285
25 S -1.589 -0.773 2.670
26 H -2.515 -1.406 0.073
27 H -1.035 -1.450 -0.812
28 H 2.633 1.083 1.525
29 H 3.025 2.279 3.722
30 H 1.375 2.066 5.560
31 H -0.696 0.643 5.280

The value obtained for the LUMO energy is 2.243 eV. Its gap between HOMO and LUMO is 3.77 eV. As for the electronic energy: -1507.4446 Ha. The charge is -1. The energy above the lowest of the compared OMol25 structures with the same formula, charge and spin comes out at 7.3 kcal per mole. The calculation puts the highest occupied orbital energy at -1.53 eV. As for the molar mass: 456.50 g mol⁻¹.